DFT (the ωB97M-V functional and the def2-TZVPD basis) results for 2 unconnected molecules or ions with the total composition C8H14NO in a non-equilibrium geometry.

Atoms and positions in Å:
1 C 3.74 -0.35 0.24
2 C 3.20 -1.56 0.26
3 C 2.60 0.55 0.05
4 C 2.68 2.03 -0.25
5 C -3.26 0.59 0.86
6 C -2.88 -1.71 -0.37
7 C -1.31 0.23 -0.56
8 C -2.61 -0.22 -0.13
9 N 1.50 -0.15 -0.16
10 O 1.84 -1.47 -0.01
11 H 4.81 -0.21 0.39
12 H 3.66 -2.57 0.47
13 H 1.89 2.37 -1.02
14 H 2.46 2.51 0.78
15 H 3.70 2.41 -0.65
16 H -2.59 1.19 1.55
17 H -3.76 1.39 0.36
18 H -3.97 -0.03 1.62
19 H -3.35 -2.03 0.57
20 H -3.64 -1.59 -1.22
21 H -2.04 -2.37 -0.75
22 H -0.43 -0.43 -0.24
23 H -1.16 0.11 -1.59
24 H -1.09 1.30 -0.20

Values from the calculation:
Total charge   +1
LUMO energy   -5.68 eV
2S+1   1
Kohn-Sham gap   7.416 eV
Relative energy (zero: lowest compared OMol25 entry of this formula, charge and spin)   104.6 kcal per mole
HOMO   -0.4814 Ha



DFT (the ωB97M-V functional and the def2-TZVPD basis) results for 2 unconnected molecules or ions with the total composition C22H29N2 in a non-equilibrium geometry.

Atoms and positions in Å:
1 C 1.02 2.43 -4.13
2 C 2.00 1.36 -3.64
3 C 2.53 1.62 -2.23
4 N 1.47 1.99 -1.28
5 C 1.40 1.45 -0.08
6 C 0.39 1.86 0.89
7 C -1.00 1.83 0.57
8 C -1.94 2.20 1.52
9 C -1.52 2.54 2.83
10 C -0.16 2.60 3.14
11 C 0.79 2.32 2.17
12 C 0.70 3.18 -1.70
13 C 0.05 2.95 -3.06
14 H 1.61 3.29 -4.49
15 H 0.45 2.04 -4.98
16 H 1.54 0.37 -3.68
17 H 2.86 1.33 -4.31
18 H 3.06 0.75 -1.83
19 H 3.24 2.46 -2.29
20 H 2.18 0.71 0.16
21 H -1.30 1.48 -0.42
22 H -3.00 2.21 1.25
23 H -2.27 2.76 3.59
24 H 0.16 2.87 4.16
25 H 1.86 2.46 2.36
26 H -0.06 3.44 -0.97
27 H 1.41 4.02 -1.79
28 H -0.39 3.90 -3.39
29 H -0.79 2.24 -2.94
30 C 4.45 2.27 4.71
31 C 5.06 2.10 3.46
32 C 4.63 1.09 2.60
33 C 3.58 0.25 2.99
34 C 3.18 -0.92 2.11
35 C 3.46 -2.32 2.73
36 C 2.18 -3.14 2.52
37 C 1.10 -2.14 2.08
38 N 1.81 -0.94 1.67
39 C 2.97 0.40 4.24
40 C 3.39 1.42 5.09
41 H 4.79 3.06 5.39
42 H 5.88 2.75 3.16
43 H 5.10 0.93 1.63
44 H 3.77 -0.85 1.18
45 H 4.31 -2.76 2.20
46 H 3.73 -2.24 3.79
47 H 2.34 -3.87 1.72
48 H 1.89 -3.67 3.43
49 H 0.48 -2.51 1.25
50 H 0.43 -1.92 2.93
51 H 1.26 -0.10 1.70
52 H 2.16 -0.28 4.54
53 H 2.90 1.55 6.06

Values from the calculation:
Total charge   +1
LUMO energy   -4.06 eV
2S+1   1
Kohn-Sham gap   6.866 eV
Relative energy (zero: lowest compared OMol25 entry of this formula, charge and spin)   17.2 kcal per mole
HOMO   -0.4014 Ha



DFT (the ωB97M-V functional and the def2-TZVPD basis) results for a molecular structure, C16H25BrGeHgN3SSe.

Atoms and positions in Å:
1 Hg -0.79 0.03 -1.79
2 N -0.62 -2.15 0.51
3 N -0.85 -3.47 0.09
4 C -0.49 -3.92 -1.13
5 N -0.83 -5.20 -1.41
6 S 0.43 -3.08 -2.22
7 H 0.07 -2.12 1.26
8 H -1.48 -1.72 0.82
9 H -1.48 -4.04 0.63
10 H -1.59 -5.65 -0.92
11 H -0.63 -5.52 -2.34
12 Br -3.74 -1.79 -0.92
13 C -4.92 -0.28 -0.78
14 C -6.25 -0.56 -0.75
15 C -7.18 0.49 -0.62
16 C -6.74 1.77 -0.52
17 C -5.36 2.08 -0.54
18 C -4.91 3.41 -0.40
19 C -3.58 3.69 -0.36
20 C -2.63 2.67 -0.51
21 C -3.03 1.37 -0.69
22 C -4.39 1.03 -0.68
23 H -6.60 -1.58 -0.84
24 H -8.23 0.26 -0.59
25 H -7.44 2.58 -0.41
26 H -5.65 4.19 -0.32
27 H -3.24 4.71 -0.23
28 H -1.58 2.93 -0.48
29 C 4.06 2.96 0.45
30 Ge 4.84 1.19 0.86
31 C 4.06 0.55 2.57
32 C 6.82 1.28 1.04
33 C 4.44 -0.01 -0.70
34 Se 2.63 -0.76 -0.72
35 C 3.00 -2.34 0.35
36 H 4.28 3.68 1.24
37 H 2.98 2.88 0.36
38 H 4.45 3.35 -0.49
39 H 4.22 1.31 3.34
40 H 4.51 -0.37 2.91
41 H 2.99 0.41 2.47
42 H 7.09 1.99 1.82
43 H 7.29 1.60 0.12
44 H 7.23 0.31 1.31
45 H 5.12 -0.85 -0.79
46 H 4.52 0.58 -1.62
47 H 3.44 -2.04 1.30
48 H 3.69 -2.98 -0.20
49 H 2.07 -2.87 0.51

Values from the calculation:
Total charge   0
Expectation value of S²   0.774
LUMO energy (spin up / spin down)   0.31 / -0.74 eV
2S+1   2
Kohn-Sham gap (spin up / spin down)   7.375 / 6.684 eV
HOMO (spin up / spin down)   -0.2595 / -0.2728 Ha



DFT (the ωB97M-V functional and the def2-TZVPD basis) results for 4 unconnected molecules or ions with the total composition C20H30ClN2O11P.

Atoms and positions in Å:
1 N 3.45 -5.84 1.15
2 C 2.51 -5.25 0.89
3 C 1.27 -4.52 0.60
4 C 0.39 -5.34 -0.40
5 C -0.83 -5.96 0.27
6 C -1.96 -4.98 0.68
7 C -2.09 -3.72 -0.14
8 O -2.56 -4.09 -1.44
9 C 1.56 -3.06 0.12
10 C 2.96 -2.76 -0.19
11 N 4.05 -2.49 -0.42
12 P 0.82 -1.83 1.32
13 O 1.73 -0.56 0.85
14 Cl 1.83 -2.44 3.06
15 H 0.73 -4.46 1.54
16 H 1.00 -6.16 -0.80
17 H 0.11 -4.72 -1.26
18 H -1.24 -6.72 -0.39
19 H -0.48 -6.48 1.17
20 H -1.87 -4.71 1.74
21 H -2.91 -5.52 0.58
22 H -2.80 -3.04 0.35
23 H -1.14 -3.18 -0.23
24 H -2.80 -3.29 -1.91
25 H 1.00 -2.90 -0.80
26 H 1.34 0.26 1.17
27 C 0.87 3.78 -2.06
28 C 0.41 2.36 -2.15
29 C -0.95 2.15 -2.80
30 O -1.42 0.95 -2.15
31 C -0.82 0.88 -0.94
32 O -1.11 0.09 -0.09
33 O 0.16 1.79 -0.84
34 H 1.78 3.86 -1.45
35 H 1.09 4.17 -3.05
36 H 0.11 4.42 -1.60
37 H 1.16 1.73 -2.63
38 H -0.90 1.99 -3.87
39 H -1.64 2.96 -2.56
40 C -2.61 4.83 -7.00
41 C -2.17 5.25 -5.62
42 C -2.48 6.68 -5.22
43 O -1.41 6.98 -4.31
44 C -0.36 6.20 -4.63
45 O 0.74 6.32 -4.18
46 O -0.73 5.25 -5.52
47 H -2.22 3.85 -7.24
48 H -3.70 4.79 -7.04
49 H -2.25 5.54 -7.75
50 H -2.55 4.56 -4.86
51 H -3.43 6.81 -4.73
52 H -2.40 7.36 -6.08
53 C 2.10 0.21 5.52
54 C 2.11 0.22 7.03
55 C 2.07 -1.13 7.70
56 O 1.40 -0.84 8.93
57 C 0.62 0.26 8.74
58 O -0.19 0.65 9.51
59 O 0.90 0.82 7.54
60 H 1.98 1.22 5.14
61 H 3.03 -0.20 5.14
62 H 1.27 -0.39 5.15
63 H 2.95 0.81 7.41
64 H 3.04 -1.56 7.90
65 H 1.46 -1.84 7.13

Values from the calculation:
Total charge   0
LUMO energy   0.04 eV
2S+1   1
Kohn-Sham gap   9.812 eV
Relative energy (zero: lowest compared OMol25 entry of this formula, charge and spin)   0.0 kcal per mole
SMILES string   N#C[C@H](CCCCO)[C@H](C#N)P(O)Cl.C[C@@H]1COC(=O)O1.C[C@@H]1COC(=O)O1.C[C@@H]1COC(=O)O1
HOMO   -0.3590 Ha